11 unconnected molecules or ions with the total composition C42H99N2O11, computed with the ωB97M-V functional and the def2-TZVPD basis.

Geometry (Å):
C (3.286, -3.732, 1.255)
C (2.291, -5.044, 1.256)
C (2.216, -5.833, -0.185)
C (1.647, -4.927, -1.433)
C (2.819, -3.953, -2.125)
C (2.250, -2.421, -2.007)
C (3.385, -1.244, -2.136)
C (3.690, -0.433, -0.745)
C (2.769, 0.899, -0.495)
C (1.152, 0.640, -0.472)
C (0.516, 0.418, 1.039)
C (1.363, -0.045, 2.370)
N (0.707, -0.187, 3.740)
C (-0.788, 0.100, 3.955)
C (-1.781, 0.532, 2.700)
C (-1.128, 0.701, 1.169)
C (-1.992, 1.113, -0.161)
C (-3.619, 1.017, 0.004)
C (-4.233, -0.444, -0.466)
C (-5.848, -0.498, -0.136)
N (-6.608, -1.512, -0.966)
C (-8.092, -1.151, -0.990)
C (-6.379, -2.882, -0.336)
C (-7.377, -3.594, 0.757)
O (-5.271, -3.594, -0.684)
H (2.574, -2.788, 1.095)
H (4.160, -3.782, 0.477)
H (3.805, -3.537, 2.312)
H (1.212, -4.632, 1.542)
H (2.613, -5.738, 2.160)
H (3.293, -6.208, -0.510)
H (1.447, -6.731, -0.040)
H (0.781, -4.229, -0.999)
H (1.104, -5.582, -2.270)
H (3.877, -4.130, -1.657)
H (2.797, -4.230, -3.286)
H (1.415, -2.203, -2.799)
H (1.749, -2.278, -0.933)
H (4.406, -1.700, -2.551)
H (3.054, -0.453, -2.956)
H (3.698, -1.139, 0.217)
H (4.815, -0.043, -0.832)
H (3.055, 1.298, 0.594)
H (3.010, 1.684, -1.330)
H (0.769, -0.212, -1.176)
H (0.651, 1.645, -0.877)
H (2.512, -0.280, 2.281)
H (1.269, -0.476, 4.595)
H (-1.281, 0.016, 5.016)
H (-2.917, 0.743, 2.890)
H (-1.637, 2.170, -0.519)
H (-1.697, 0.349, -1.026)
H (-4.127, 1.834, -0.703)
H (-4.029, 1.228, 1.079)
H (-4.071, -0.652, -1.618)
H (-3.724, -1.307, 0.149)
H (-6.281, 0.579, -0.388)
H (-6.066, -0.726, 0.992)
H (-8.301, -0.443, -1.907)
H (-8.763, -2.121, -1.175)
H (-8.457, -0.608, -0.017)
H (-8.031, -4.423, 0.220)
H (-8.087, -2.809, 1.290)
H (-6.676, -4.093, 1.575)
C (-4.694, 5.765, 1.467)
C (-5.658, 4.599, 1.395)
O (-4.938, 3.381, 1.269)
H (-4.066, 5.801, 0.571)
H (-5.234, 6.712, 1.559)
H (-4.021, 5.658, 2.324)
H (-6.315, 4.698, 0.525)
H (-6.281, 4.548, 2.293)
H (-4.365, 3.298, 2.051)
C (2.745, -8.684, 4.925)
C (3.563, -7.419, 5.085)
O (3.148, -6.450, 4.134)
H (2.858, -9.090, 3.915)
H (3.057, -9.444, 5.648)
H (1.680, -8.477, 5.068)
H (4.625, -7.626, 4.920)
H (3.446, -7.000, 6.089)
H (2.206, -6.266, 4.295)
C (3.295, 1.564, -6.724)
C (3.223, 1.101, -5.284)
O (2.350, 1.943, -4.546)
H (3.651, 2.598, -6.779)
H (3.968, 0.927, -7.305)
H (2.303, 1.544, -7.187)
H (4.212, 1.143, -4.818)
H (2.855, 0.072, -5.220)
H (1.472, 1.892, -4.962)
C (6.087, 0.361, 3.511)
C (5.367, -0.872, 4.017)
O (5.055, -1.732, 2.931)
H (5.467, 0.898, 2.786)
H (6.331, 1.036, 4.336)
H (7.013, 0.085, 2.996)
H (4.432, -0.593, 4.512)
H (5.986, -1.421, 4.734)
H (5.892, -1.980, 2.504)
C (-10.429, 5.256, 0.502)
C (-9.592, 6.338, 1.151)
O (-8.542, 6.728, 0.278)
H (-9.812, 4.385, 0.260)
H (-11.241, 4.941, 1.164)
H (-10.860, 5.612, -0.439)
H (-9.145, 5.971, 2.080)
H (-10.200, 7.218, 1.384)
H (-8.949, 7.060, -0.540)
C (7.374, -4.292, -3.355)
C (7.256, -4.162, -1.851)
O (6.107, -4.859, -1.392)
H (6.483, -3.891, -3.847)
H (8.253, -3.756, -3.725)
H (7.454, -5.344, -3.648)
H (7.155, -3.111, -1.564)
H (8.139, -4.573, -1.351)
H (6.210, -5.793, -1.645)
C (-2.707, 1.498, -6.157)
C (-1.869, 2.580, -5.508)
O (-0.819, 2.970, -6.381)
H (-2.089, 0.627, -6.399)
H (-3.518, 1.183, -5.495)
H (-3.138, 1.854, -7.098)
H (-1.423, 2.213, -4.579)
H (-2.477, 3.460, -5.275)
H (-1.227, 3.302, -7.199)
C (-6.976, 8.838, 2.788)
C (-5.923, 9.924, 2.711)
O (-5.762, 10.535, 3.983)
H (-7.933, 9.253, 3.119)
H (-7.115, 8.360, 1.814)
H (-6.690, 8.074, 3.518)
H (-6.222, 10.697, 1.997)
H (-4.959, 9.515, 2.393)
H (-5.488, 9.842, 4.608)
C (6.628, 4.146, 6.880)
C (5.664, 2.980, 6.808)
O (6.384, 1.762, 6.682)
H (7.256, 4.182, 5.984)
H (6.089, 5.093, 6.972)
H (7.302, 4.039, 7.737)
H (5.008, 3.079, 5.938)
H (5.042, 2.929, 7.706)
H (6.958, 1.679, 7.464)
C (3.894, -4.106, -6.582)
C (3.613, -2.656, -6.244)
O (4.546, -1.815, -6.905)
H (4.911, -4.381, -6.282)
H (3.186, -4.768, -6.076)
H (3.824, -4.273, -7.661)
H (3.706, -2.489, -5.167)
H (2.603, -2.370, -6.552)
H (4.450, -1.965, -7.861)

- net charge = +1
- orbital gap (eV) = 7.00
- max |F| (Eh/bohr) = 0.166
- DFT total energy (Ha) = -2595.9275
- HOMO level (eV) = -11.191